Record 1
{"formula": "C5H16N", "method": "the ωB97M-V functional and the def2-TZVPD basis", "fmax_ev_per_a": 2.130, "e_homo_ev": [-20.19, -20.21], "total_charge": 2, "multiplicity": 2, "e_tot_ev": -6913.659, "gap_ev": [13.3, 6.7], "s2": 0.753, "species": ["N", "C", "C", "C", "C", "C", "H", "H", "H", "H", "H", "H", "H", "H", "H", "H", "H", "H", "H", "H", "H", "H"], "positions_angstrom": [[-1.900, 1.190, -1.975], [0.899, 0.097, 2.268], [1.035, -1.308, 2.721], [2.156, 0.775, 1.788], [-0.746, 0.214, -1.943], [-1.196, -1.110, -2.548], [-1.947, 1.558, -2.927], [0.405, 0.708, 3.036], [-1.795, -1.751, -1.900], [-0.325, -1.705, -2.823], [-1.724, -1.096, -3.497], [3.045, 0.150, 1.908], [0.826, -2.011, 1.884], [2.083, -1.548, 2.933], [-1.800, 1.984, -1.343], [2.295, 1.061, 0.716], [0.313, 0.263, 1.306], [2.252, 1.792, 2.231], [-0.588, -0.099, -0.916], [-2.773, 0.705, -1.763], [0.138, 0.565, -2.458], [0.400, -1.561, 3.569]]}

***

Record 2
{"formula": "C5H16N2", "method": "the ωB97M-V functional and the def2-TZVPD basis", "smiles": "CC(C)N.C=N.C", "fmax_ev_per_a": 2.812, "e_homo_ev": -8.66, "total_charge": 0, "e_tot_ev": -8423.479, "gap_ev": 9.7, "species": ["N", "N", "C", "C", "C", "C", "C", "H", "H", "H", "H", "H", "H", "H", "H", "H", "H", "H", "H", "H", "H", "H", "H"], "positions_angstrom": [[2.203, -1.472, -0.357], [-0.427, -0.197, -0.643], [2.867, -0.550, -0.912], [-2.341, 0.753, 0.525], [1.513, 2.046, -0.142], [-1.290, -0.354, 0.527], [-1.945, -1.736, 0.610], [2.230, 2.348, -0.897], [0.730, 1.173, -0.350], [3.807, -0.129, -0.548], [-3.028, 0.622, -0.311], [-2.628, -1.888, -0.227], [-2.511, -1.834, 1.535], [0.331, -0.903, -0.629], [2.518, -0.190, -1.873], [2.604, -1.818, 0.515], [-1.863, 1.724, 0.419], [-1.188, -2.520, 0.588], [0.879, 2.914, 0.031], [2.047, 1.848, 0.783], [-0.637, -0.220, 1.398], [-2.911, 0.737, 1.450], [-0.962, -0.355, -1.492]]}

***

Record 3
{"formula": "C5H16N2", "method": "the ωB97M-V functional and the def2-TZVPD basis", "fmax_ev_per_a": 2.868, "e_homo_ev": [-9.02, -12.61], "total_charge": 1, "multiplicity": 2, "e_tot_ev": -8414.787, "gap_ev": [5.3, 8.9], "s2": 0.754, "species": ["N", "N", "C", "C", "C", "C", "C", "H", "H", "H", "H", "H", "H", "H", "H", "H", "H", "H", "H", "H", "H", "H", "H"], "positions_angstrom": [[-3.534, 1.255, 0.060], [3.256, -1.988, 0.005], [1.556, -0.882, 1.024], [0.220, 0.396, -0.585], [-0.940, 0.874, 0.321], [1.633, 0.297, 0.101], [-2.246, 0.584, -0.410], [-3.767, 0.847, 0.974], [-2.537, -0.456, -0.304], [1.059, -1.751, 0.550], [2.280, -0.009, -0.736], [3.816, -2.553, 0.617], [1.798, 1.362, 0.281], [2.948, -2.681, -0.664], [-2.245, 0.713, -1.493], [0.094, -0.409, -1.311], [-3.719, 2.266, 0.137], [-4.256, 0.860, -0.552], [-1.006, 0.293, 1.234], [0.384, 1.214, -1.294], [2.113, -0.904, 1.937], [3.875, -1.275, -0.372], [-0.782, 1.947, 0.478]]}

***

Record 4
{"formula": "C5H16N2O", "method": "the ωB97M-V functional and the def2-TZVPD basis", "smiles": "CC[C@H](C)NCN.O", "fmax_ev_per_a": 3.390, "e_homo_ev": -8.66, "total_charge": 0, "e_tot_ev": -10471.126, "gap_ev": 9.6, "species": ["O", "N", "N", "C", "C", "C", "C", "C", "H", "H", "H", "H", "H", "H", "H", "H", "H", "H", "H", "H", "H", "H", "H", "H"], "positions_angstrom": [[-0.421, 3.401, -0.502], [0.523, 0.004, -0.501], [2.668, 0.113, 0.619], [-0.879, -2.429, -0.983], [-1.335, 0.767, 1.028], [-1.195, -1.573, 0.240], [1.760, 0.786, -0.288], [-0.318, -0.334, 0.628], [-0.831, -1.785, -1.869], [-1.650, -3.178, -1.228], [1.345, 1.687, 0.251], [0.015, -3.074, -0.993], [-1.230, -2.285, 1.063], [-0.880, 3.237, -1.332], [2.274, 1.100, -1.182], [0.455, 3.078, -0.749], [-2.250, -1.305, 0.147], [-1.740, 1.233, 0.107], [2.240, -0.549, 1.237], [3.537, 0.555, 0.844], [-2.080, 0.307, 1.656], [0.603, -0.664, -1.252], [-0.896, 1.587, 1.558], [0.285, -0.681, 1.499]]}

***

Record 5
{"formula": "C5H16N2O", "method": "the ωB97M-V functional and the def2-TZVPD basis", "smiles": "CCCNCCN.O", "fmax_ev_per_a": 2.931, "e_homo_ev": -8.68, "total_charge": 0, "e_tot_ev": -10470.981, "gap_ev": 9.6, "species": ["O", "N", "N", "C", "C", "C", "C", "C", "H", "H", "H", "H", "H", "H", "H", "H", "H", "H", "H", "H", "H", "H", "H", "H"], "positions_angstrom": [[-4.032, -5.943, 2.435], [-1.207, -2.011, 0.374], [-0.314, 1.183, 0.014], [0.516, 2.355, 0.344], [1.203, 3.079, -0.854], [-0.180, -1.341, -0.458], [2.043, 2.150, -1.707], [0.379, -0.036, 0.265], [-0.140, 3.114, 0.819], [1.743, 3.890, -0.343], [0.701, -1.984, -0.302], [-0.642, 1.299, -0.939], [-0.785, -2.252, 1.262], [-3.385, -5.314, 2.786], [2.770, 2.654, -2.364], [1.333, 1.551, -2.261], [2.681, 1.537, -1.066], [0.315, -0.324, 1.370], [-3.551, -6.374, 1.703], [1.197, 2.137, 1.154], [0.407, 3.583, -1.440], [-0.500, -1.363, -1.502], [1.464, -0.157, 0.153], [-2.016, -1.434, 0.554]]}

***

Record 6
{"formula": "C5H16N2O", "method": "the ωB97M-V functional and the def2-TZVPD basis", "smiles": "CN[C@@H](C)CCN.O", "fmax_ev_per_a": 2.580, "e_homo_ev": -8.52, "total_charge": 0, "e_tot_ev": -10471.084, "gap_ev": 9.4, "species": ["O", "N", "N", "C", "C", "C", "C", "C", "H", "H", "H", "H", "H", "H", "H", "H", "H", "H", "H", "H", "H", "H", "H", "H"], "positions_angstrom": [[3.363, -1.348, 0.358], [-3.093, -0.611, 1.214], [1.100, 0.875, 0.231], [-0.069, 0.013, -1.842], [-0.185, 0.474, -0.329], [-0.670, -0.709, 0.526], [1.542, 2.244, 0.028], [-2.145, -1.114, 0.193], [3.543, -1.949, 1.092], [1.333, 2.846, 0.917], [-2.715, 0.205, 1.672], [-2.175, -2.195, 0.103], [1.797, 0.213, -0.077], [-2.486, -0.570, -0.687], [-0.726, -0.345, 1.548], [0.037, -1.527, 0.418], [0.369, -0.984, -1.849], [2.570, 2.305, -0.309], [-0.928, 1.263, -0.308], [2.404, -1.304, 0.343], [-3.345, -1.323, 1.880], [0.884, 2.762, -0.684], [-1.073, 0.051, -2.238], [0.668, 0.727, -2.198]]}